A molecular structure, C32H27F4N4PbS2Te. Source: the OMol25 dataset; level of theory: ωB97M-V with the def2-TZVPD basis set.

Properties
Lowest unoccupied orbital energy = -3.04 eV
Relative energy (zero: lowest compared OMol25 entry of this formula, charge and spin) = 0.0 kcal per mole
Charge = +1

The geometry in XYZ format:
```
71
Properties=species:S:1:pos:R:3:forces:R:3
Pb -0.59439 -0.48668 -1.99808 0.06 0.01 -0.02
C 2.96382 2.69944 0.64588 0.02 0.04 0.01
C 1.63177 2.49832 0.02578 0.14 -0.10 0.08
N 0.99533 3.38699 -0.64944 -0.13 0.10 -0.07
C 1.57697 4.69356 -1.00604 0.00 0.00 -0.01
C 2.17376 4.66519 -2.40448 -0.01 -0.01 -0.01
C -0.26360 3.03144 -1.32662 -0.06 -0.05 0.02
C -1.27667 2.25135 -0.48644 0.06 -0.08 -0.04
N -0.81617 0.89905 -0.16772 -0.05 0.09 -0.05
C -1.25582 0.37812 1.03848 -0.02 0.04 -0.01
C -0.37872 -0.35030 1.84888 0.00 -0.06 0.03
F 0.90642 -0.48264 1.46275 0.02 0.02 0.00
C -0.78223 -0.94373 3.02944 0.02 0.00 -0.04
F 0.11360 -1.64668 3.73393 0.00 0.00 -0.01
C -2.07650 -0.81633 3.49032 -0.04 -0.02 0.00
C -2.95626 -0.08026 2.72056 0.01 -0.03 0.03
F -4.23069 0.04787 3.10554 0.00 0.01 0.00
C -2.56055 0.50051 1.53167 0.01 0.00 -0.01
F -3.47803 1.15716 0.79635 -0.03 -0.02 -0.03
H 3.36592 1.73446 0.94290 0.01 0.02 0.00
H 2.86613 3.31556 1.54458 -0.02 0.02 -0.01
H 3.66379 3.18567 -0.03165 0.01 -0.01 0.02
H 1.08488 1.57541 0.18695 0.01 -0.03 -0.01
H 2.85888 0.00365 -0.76228 0.01 -0.05 0.10
H 2.32182 4.94958 -0.25756 0.01 -0.01 0.00
H 0.77471 5.42712 -0.93120 0.00 0.00 0.00
H 2.93937 3.89404 -2.48878 0.01 0.00 0.01
H 2.62081 5.63210 -2.62943 0.00 0.00 0.01
H 1.41060 4.46457 -3.15625 0.00 0.00 -0.01
H 0.01831 2.46203 -2.22040 0.03 0.00 0.00
H -0.71942 3.96337 -1.65685 -0.02 0.00 0.02
H -2.21360 2.27646 -1.05899 0.00 0.01 0.01
H -1.47484 2.81159 0.43370 0.02 -0.01 0.01
H -2.38879 -1.27452 4.41749 -0.01 0.00 0.00
S -6.56676 0.24932 -0.51004 0.00 0.00 -0.02
C -8.24743 -0.02762 -0.40447 0.00 0.00 0.00
C -8.52906 -1.31126 -0.05013 0.00 0.00 0.02
C -7.35790 -2.08827 0.13642 -0.01 0.00 -0.02
C -6.21020 -1.38014 -0.08636 -0.01 -0.02 0.01
C -4.83194 -1.86387 0.01658 0.00 -0.01 0.01
C -3.82478 -1.37566 -0.83997 0.04 0.01 0.05
N -2.56706 -1.74576 -0.76593 -0.04 -0.02 0.05
C -2.20153 -2.66022 0.15174 0.06 0.04 -0.02
C -3.12540 -3.23913 1.02953 0.03 0.00 0.00
C -2.67895 -4.21352 1.98509 0.01 -0.01 0.01
C -1.38306 -4.57937 2.03978 -0.01 0.00 0.01
C -0.40982 -3.99970 1.15524 0.01 0.02 -0.01
C 0.94676 -4.35006 1.20734 -0.02 0.01 -0.01
C 1.84675 -3.77382 0.33858 -0.01 0.00 0.00
C 1.35031 -2.80036 -0.54635 0.00 0.00 -0.02
N 0.08866 -2.42194 -0.58983 -0.09 -0.02 0.00
C -0.80847 -3.03026 0.22673 -0.02 0.04 -0.01
C 3.26679 -4.13091 0.33279 0.01 -0.04 0.00
C 3.82272 -5.32732 0.69217 -0.01 0.01 0.02
C 5.23535 -5.33532 0.57769 0.01 0.00 0.01
C 5.72491 -4.14556 0.13315 0.00 -0.01 -0.01
S 4.48191 -3.01311 -0.15575 0.00 0.03 0.02
C -4.45726 -2.80522 0.95125 0.01 0.01 0.01
H -8.94060 0.77426 -0.60041 0.00 0.00 0.00
H -9.53285 -1.69020 0.07001 0.00 0.00 0.00
H -7.36560 -3.13796 0.39521 0.00 0.00 0.00
H -4.07398 -0.64360 -1.60232 -0.01 0.00 0.00
H -3.40647 -4.64900 2.65857 0.00 0.00 -0.01
H -1.04552 -5.31560 2.75816 0.00 0.00 0.00
H 1.28049 -5.06816 1.94660 0.01 0.00 0.00
H 2.02087 -2.30331 -1.23921 -0.01 -0.02 0.02
H 3.24048 -6.18291 1.00477 0.00 0.00 0.00
H 5.85703 -6.18722 0.80853 0.00 0.00 0.00
H 6.75333 -3.87553 -0.04372 -0.01 0.00 0.00
H -5.18638 -3.19545 1.65156 0.00 0.00 -0.01
Te 2.36676 0.30424 -2.30629 -0.01 0.05 -0.11
```
Positions in Å, forces in eV/Å.

The Löwdin scheme yields these atomic charges, measured in e:
1. Pb 1.03
2. C -0.03
3. C -0.15
4. N -0.07
5. C -0.17
6. C -0.05
7. C -0.14
8. C -0.24
9. N -0.23
10. C -0.22
11. C -0.16
12. F 0.08
13. C -0.22
14. F 0.10
15. C 0.08
16. C -0.21
17. F 0.11
18. C -0.16
19. F 0.08
20. H 0.08
21. H 0.11
22. H 0.09
23. H 0.07
24. H -0.29
25. H 0.12
26. H 0.13
27. H 0.07
28. H 0.09
29. H 0.08
30. H 0.07
31. H 0.13
32. H 0.11
33. H 0.14
34. H 0.14
35. S 1.06
36. C -0.40
37. C -0.17
38. C -0.11
39. C -0.49
40. C -0.19
41. C -0.09
42. N 0.01
43. C -0.17
44. C -0.13
45. C 0.00
46. C 0.00
47. C -0.12
48. C 0.08
49. C -0.18
50. C -0.12
51. N 0.00
52. C -0.16
53. C -0.49
54. C -0.11
55. C -0.17
56. C -0.40
57. S 1.05
58. C 0.07
59. H 0.07
60. H 0.11
61. H 0.12
62. H 0.12
63. H 0.12
64. H 0.12
65. H 0.14
66. H 0.01
67. H 0.12
68. H 0.11
69. H 0.07
70. H 0.14
71. Te 0.43

2 unconnected molecules or ions with the total composition C4H10OS in a non-equilibrium geometry. Source: the OMol25 dataset; level of theory: ωB97M-V with the def2-TZVPD basis set.

Properties
SMILES = C=CO.CSC
Lowest unoccupied orbital energy = 0.90 eV
Relative energy (zero: lowest compared OMol25 entry of this formula, charge and spin) = 49.4 kcal per mole
Charge = 0

The geometry in XYZ format:
```
16
Properties=species:S:1:pos:R:3:forces:R:3
C 0.70537 1.61627 1.69985 -0.32 1.03 0.97
S -0.06864 -0.01885 1.85257 0.70 -0.61 -0.35
C -1.53546 -0.00669 2.87864 -1.51 1.07 0.57
H 0.07389 2.46706 2.02884 0.20 -0.72 0.51
H 0.83862 1.92634 0.67018 0.34 -0.70 -0.41
H 1.66839 1.60071 2.25422 -0.69 0.23 -0.46
H -1.69236 -0.88863 3.50612 0.78 -0.15 -0.27
H -1.71063 0.84124 3.57172 0.69 -0.19 -0.46
H -2.39426 0.01340 2.21482 -0.18 0.02 -0.12
C 0.81160 -0.88474 -1.93602 -0.34 -0.68 -1.53
C 0.65970 -1.28649 -3.21722 -1.47 1.22 0.17
O -0.43261 -0.85009 -4.05698 2.29 -1.55 -0.41
H 1.78583 -0.92077 -1.51513 0.68 -0.90 0.40
H 0.05883 -0.54706 -1.24383 -0.39 0.74 -0.50
H 1.29886 -2.00832 -3.73351 0.37 0.74 0.19
H -0.06712 -1.05338 -4.97427 -1.15 0.43 1.70
```
Positions in Å, forces in eV/Å.

The natural (NBO) scheme yields these atomic charges, measured in e:
1. C -0.76
2. S 0.17
3. C -0.77
4. H 0.23
5. H 0.23
6. H 0.22
7. H 0.23
8. H 0.23
9. H 0.21
10. C -0.51
11. C 0.13
12. O -0.70
13. H 0.21
14. H 0.22
15. H 0.17
16. H 0.47

A molecular structure, C26H23F5MoN2OS3. Source: the OMol25 dataset; level of theory: ωB97M-V with the def2-TZVPD basis set.

Properties
Lowest unoccupied orbital energy = -1.14 eV
Relative energy (zero: lowest compared OMol25 entry of this formula, charge and spin) = 14.8 kcal per mole
Charge = 0

The geometry in XYZ format:
```
61
Properties=species:S:1:pos:R:3:forces:R:3
Mo 0.28940 -0.86024 -0.06620 0.10 0.30 -0.13
C -2.43395 -1.62593 1.74308 0.02 0.03 0.00
C -1.38110 -2.07915 0.76230 0.00 -0.21 0.15
N -0.08626 -2.23547 1.17117 -0.26 -0.15 -0.23
N 0.60318 -3.05536 1.98287 0.01 0.03 0.06
C 1.85956 -2.76029 1.90308 -0.08 -0.09 0.09
S 2.36392 -1.50171 0.82020 0.21 0.13 -0.05
S 3.06696 -3.59756 2.83449 0.00 -0.01 -0.01
C 2.00323 -4.47707 4.02066 0.02 0.06 0.01
C 1.31036 -3.56468 4.99866 0.02 -0.03 0.01
C 2.04874 -2.77908 5.87948 0.00 -0.02 -0.01
C 1.41178 -1.94813 6.78625 -0.02 0.00 0.00
C 0.02400 -1.89136 6.82180 0.01 0.01 0.01
C -0.71835 -2.67139 5.94894 0.01 -0.01 -0.02
C -0.07656 -3.50255 5.04033 -0.02 -0.01 0.00
C -1.82535 -3.01084 -0.32290 -0.11 -0.04 0.17
C -2.83122 -3.96569 -0.20426 0.03 0.06 0.01
C -3.12436 -4.80004 -1.27117 0.00 -0.02 -0.04
C -2.41024 -4.68564 -2.46033 -0.03 -0.02 0.02
C -1.40732 -3.74139 -2.59346 0.02 0.04 0.00
C -1.13066 -2.90850 -1.51651 0.08 0.01 -0.16
O -0.17623 -1.95731 -1.59085 -0.03 0.07 0.08
H -2.95067 -2.49850 2.15002 0.01 -0.01 0.00
H -2.00623 -1.08296 2.58041 0.00 -0.02 0.03
H -3.18073 -0.99890 1.25414 0.00 0.00 0.00
H 1.29116 -5.08538 3.46759 -0.01 0.01 -0.01
H 2.69953 -5.14507 4.53002 0.00 0.00 0.01
H 3.13177 -2.81381 5.84720 0.00 0.00 0.00
H 1.99776 -1.34410 7.46676 0.00 0.00 0.00
H -0.47549 -1.24116 7.52832 0.01 0.00 0.00
H -1.80006 -2.63186 5.97159 0.00 0.00 0.00
H -0.65362 -4.10074 4.34631 0.00 0.00 0.00
H -3.38878 -4.06132 0.71855 0.01 0.00 0.00
H -3.90958 -5.53812 -1.17815 0.00 0.00 -0.01
H -2.64095 -5.33672 -3.29358 -0.01 -0.01 0.01
H -0.84241 -3.63322 -3.50977 0.00 0.00 0.00
F -2.28141 1.49303 -5.92400 -0.01 0.00 0.00
C -1.41967 1.28158 -4.93346 0.03 0.01 0.02
C -1.87017 0.88639 -3.68616 -0.03 0.00 -0.01
F -3.17226 0.71841 -3.46150 0.00 0.00 -0.01
C -0.95194 0.67131 -2.68118 0.07 -0.02 0.05
F -1.43870 0.30295 -1.46639 0.03 0.01 -0.04
C 0.41638 0.82659 -2.84417 0.03 0.03 0.02
S 1.59974 0.56252 -1.56457 -0.14 -0.15 0.09
C 0.83356 1.23034 -4.10871 -0.02 0.01 -0.05
F 2.12949 1.40999 -4.35851 0.00 0.00 0.01
C -0.06192 1.45512 -5.14040 0.00 -0.01 0.02
F 0.37652 1.83505 -6.33860 0.01 0.00 0.00
C -1.93463 2.28558 2.37183 -0.01 -0.03 0.01
C -1.44859 1.73345 1.03079 -0.01 0.02 -0.04
C -0.90334 2.87311 0.17299 0.00 -0.02 -0.01
C -0.41416 0.63378 1.26757 0.12 -0.02 -0.11
H -2.67478 3.07415 2.22451 0.00 0.00 0.00
H -1.10032 2.70767 2.93749 0.00 0.00 0.00
H -2.39065 1.50145 2.97981 0.00 0.01 0.01
H -2.31236 1.29857 0.51923 -0.02 0.00 0.02
H -0.07717 3.36979 0.68863 0.00 0.00 0.01
H -1.67798 3.61883 -0.01346 0.00 0.00 0.00
H -0.52386 2.52985 -0.78838 0.01 0.00 0.01
H -0.55491 0.17604 2.24300 0.01 0.00 0.03
H 0.61081 1.06462 1.28648 -0.03 0.04 0.01
```
Positions in Å, forces in eV/Å.

The natural (NBO) scheme yields these atomic charges, measured in e:
1. Mo 0.95
2. C -0.64
3. C 0.09
4. N -0.24
5. N -0.31
6. C -0.11
7. S 0.11
8. S 0.33
9. C -0.54
10. C -0.06
11. C -0.16
12. C -0.22
13. C -0.21
14. C -0.21
15. C -0.20
16. C -0.10
17. C -0.19
18. C -0.24
19. C -0.19
20. C -0.25
21. C 0.30
22. O -0.64
23. H 0.22
24. H 0.22
25. H 0.23
26. H 0.25
27. H 0.24
28. H 0.21
29. H 0.21
30. H 0.21
31. H 0.21
32. H 0.22
33. H 0.21
34. H 0.22
35. H 0.22
36. H 0.23
37. F -0.28
38. C 0.27
39. C 0.32
40. F -0.29
41. C 0.30
42. F -0.29
43. C -0.26
44. S -0.02
45. C 0.33
46. F -0.29
47. C 0.28
48. F -0.28
49. C -0.60
50. C -0.24
51. C -0.60
52. C -0.63
53. H 0.21
54. H 0.20
55. H 0.20
56. H 0.20
57. H 0.20
58. H 0.21
59. H 0.21
60. H 0.22
61. H 0.24

C4H9NO in the gas phase. Source: the OMol25 dataset; level of theory: ωB97M-V with the def2-TZVPD basis set.

Properties
SMILES = C/C=C(\N)OC
Lowest unoccupied orbital energy = 1.04 eV
Relative energy (zero: lowest compared OMol25 entry of this formula, charge and spin) = 38.8 kcal per mole
Charge = 0

The geometry in XYZ format:
```
15
Properties=species:S:1:pos:R:3:forces:R:3
C -0.29289 -2.06551 0.12722 0.06 -0.13 0.02
C -0.41934 -0.62816 -0.28734 0.00 0.14 0.01
C -0.91023 2.07137 0.08475 -0.27 0.17 0.04
C 0.56608 0.28289 -0.25804 -0.12 -0.25 -0.02
O 0.35427 1.62803 -0.37136 0.13 -0.08 -0.04
N 1.91454 0.01924 -0.16005 0.00 -0.11 -0.04
H 0.34250 -2.16575 1.01753 -0.04 -0.02 -0.17
H 0.10169 -2.73843 -0.64642 -0.02 0.11 0.06
H -1.28359 -2.44546 0.40067 0.20 0.00 -0.04
H -1.39096 -0.29323 -0.62905 0.08 -0.06 0.20
H -0.91735 3.15836 -0.00976 0.08 -0.13 0.02
H -1.73223 1.66158 -0.51092 0.12 0.17 0.03
H -1.06334 1.77921 1.13119 0.01 0.05 -0.16
H 2.22208 -0.93868 -0.20907 -0.11 0.20 0.10
H 2.50877 0.67453 0.32065 -0.14 -0.06 0.00
```
Positions in Å, forces in eV/Å.

The natural (NBO) scheme yields these atomic charges, measured in e:
1. C -0.64
2. C -0.41
3. C -0.25
4. C 0.49
5. O -0.51
6. N -0.83
7. H 0.21
8. H 0.20
9. H 0.22
10. H 0.20
11. H 0.19
12. H 0.17
13. H 0.18
14. H 0.39
15. H 0.39

Question: Which of these has the highest lowest unoccupied orbital energy?
Answer: C4H9NO